No. 1
21
Properties=species:S:1:pos:R:3 method="wB97M-V/def2-TZVPD" de_lowest_kj_mol=192.2 total_energy_ha=-349.302581 lumo_ev=0.56 smiles="C=C(C)CC.O.O" gap_ha=0.36236 spin_multiplicity=1 homo_energy_ha=-0.3419
O 3.32381 -0.22156 -3.92075
O 1.42398 3.03842 -0.22740
C -0.53279 -0.82005 0.14006
C -0.50237 -1.22969 2.71859
C -0.53104 0.05700 -1.15557
C -2.16385 0.36443 1.38601
C -1.10093 -0.49503 1.46217
H -0.05139 0.99532 -0.81153
H 0.54957 -1.29693 2.49276
H 1.84391 2.29173 0.25465
H 3.19206 -1.12904 -4.16954
H -2.23946 0.78225 0.40970
H 0.47511 3.10259 -0.24724
H -0.87311 -1.79016 -0.23541
H -0.78194 -0.81952 3.74650
H -2.95819 0.57603 2.17352
H -0.69917 -2.27240 2.65655
H 2.53789 0.00502 -3.43323
H 0.65561 -0.91888 0.27116
H -1.58572 0.28123 -1.51855
H 0.01802 -0.50074 -1.99245

=====

No. 2
40
Properties=species:S:1:pos:R:3 method="wB97M-V/def2-TZVPD" de_lowest_kj_mol=107.5 total_energy_ha=-996.625313 lumo_ev=-0.63 gap_ha=0.34666 spin_multiplicity=1 homo_energy_ha=-0.3700
O 2.73375 -1.36497 2.85365
O 3.38277 -0.46214 0.48807
O 0.43146 0.15076 -3.23501
O 0.42062 2.22835 1.00327
O -2.82798 -0.12372 -1.09764
O -0.65182 3.88820 -1.19503
O -1.69443 2.05872 -3.02287
O 1.41427 -2.39295 -1.39853
O -0.60346 1.51595 3.60763
O 2.12954 1.40111 -1.28697
O -2.18922 -2.70526 -0.77443
O 0.13678 -2.33480 2.93445
O -2.04614 0.20212 1.78000
He -0.35597 -0.05670 -0.20947
H -0.19389 -3.23305 2.92819
H 3.23458 -1.21677 -0.08184
H -1.38114 -3.19512 -0.62187
H -0.33240 0.60659 -3.58850
H 0.18348 4.09645 -1.61350
H 0.92974 -0.11701 -4.00718
H -0.61381 -1.80093 2.67404
H -2.23084 0.38553 0.85887
H -2.75735 -2.94557 -0.04251
H 2.47408 0.67017 -0.77388
H -2.47606 -0.63631 1.94864
H -0.47060 0.89051 4.31994
H 0.21490 2.02945 1.91670
H 3.12209 -1.03049 2.04523
H 1.11625 1.61201 0.77424
H 1.41588 1.01993 -1.79847
H -1.31833 2.58155 -2.31475
H 1.88894 -1.72463 2.58317
H -2.22449 1.39763 -2.57764
H 0.62980 -1.98208 -1.76188
H -1.24496 1.09510 3.03526
H -3.76268 -0.29948 -0.98960
H -2.42789 -0.99011 -1.17202
H 4.30129 -0.23216 0.34780
H -0.41283 3.36789 -0.42796
H 2.05605 -2.35379 -2.10763

=====

No. 3
16
Properties=species:S:1:pos:R:3 method="wB97M-V/def2-TZVPD" de_lowest_kj_mol=224.6 total_energy_ha=-267.839775 lumo_ev=0.86 smiles="C=CN.C=NC" gap_ha=0.33396 spin_multiplicity=1 homo_energy_ha=-0.3024
N -1.07796 -1.49748 2.81360
N 0.21843 1.45120 -2.43370
C -1.55692 -0.16589 3.13830
C 1.33288 0.69515 -2.74619
C 2.58038 1.01746 -2.41865
C -1.15528 -1.84382 1.61439
H -2.57019 0.01983 2.75602
H 1.07899 -0.33339 -2.99586
H -0.63813 -2.67245 1.13687
H -1.54543 0.04700 4.20959
H -1.73587 -1.26505 0.87162
H -0.65099 1.31693 -2.91272
H 3.43493 0.47118 -2.78891
H 2.87204 1.97985 -2.00644
H 0.33689 2.31744 -1.93751
H -0.86950 0.56987 2.72057

=====

No. 4
54
Properties=species:S:1:pos:R:3 method="wB97M-V/def2-TZVPD" de_lowest_kj_mol=0.0 total_energy_ha=-1629.005053 charge=-1 lumo_ev=1.99 gap_ha=0.27260 spin_multiplicity=1 homo_energy_ha=-0.1995
S 2.29123 -2.39963 -2.39183
F 4.15707 -3.98465 -1.49599
F 4.93448 -2.00143 -1.95760
F 4.51232 -3.46222 -3.54018
O 1.41395 -3.54364 -2.56533
O 2.25513 -1.50798 -3.56894
O 2.12736 -1.62798 -1.16859
O 1.48177 0.73481 2.34862
O -4.74217 -1.35793 -2.50846
O -0.94374 2.50266 -0.04907
N 0.17582 -0.29303 0.12355
C -0.43856 4.75493 0.73801
C 4.10391 -2.96372 -2.34074
C 1.94955 -0.08564 4.61451
C 0.07527 3.39910 0.37548
C 1.11919 3.38499 -0.74355
C -3.54108 -0.17281 -0.78504
C -3.47362 0.43026 -3.22768
C 2.14310 -0.27570 3.11174
C 1.78248 -1.70716 2.71215
C -4.37534 -0.03455 -2.07000
B -1.11167 -2.99552 0.27281
H -5.23716 0.58576 -1.83179
H 0.49997 2.98876 1.29520
H -4.09059 -0.56829 0.06729
H -2.11723 -3.49631 0.15196
H 1.04695 -0.49193 -0.39112
H 1.57283 2.41161 -0.94041
H -1.19027 4.72270 1.52765
H 0.54814 0.01251 1.02525
H -0.41811 -1.14527 0.21889
H -0.88567 5.21856 -0.14531
H 0.88918 -0.34437 4.71253
H 0.72952 3.65358 -1.72593
H 0.69486 -1.80864 2.69737
H 1.61320 1.57503 2.79437
H -3.28092 0.85404 -0.49881
H 2.46146 -0.85563 5.18803
H -4.08495 0.48117 -4.12911
H -0.40494 -3.83075 0.55303
H -0.44679 0.40570 -0.26741
H 3.18377 -0.06492 2.84116
H 2.07232 -1.88621 1.67584
H -1.71532 3.01799 -0.30218
H -1.19309 -2.23655 1.11236
H 0.37121 5.39415 1.09028
H -2.90562 1.30459 -2.89952
H 1.97769 3.99345 -0.44806
H -2.69116 -0.27012 -3.52727
H 2.24198 -2.39488 3.41758
H -0.69521 -2.49062 -0.64519
H 2.02397 0.93202 4.99785
H -3.90467 -1.82398 -2.59442
H -2.56180 -0.63636 -0.90400

=====

No. 5
12
Properties=species:S:1:pos:R:3 method="wB97M-V/def2-TZVPD" de_lowest_kj_mol=138.2 total_energy_ha=-157.131314 lumo_ev=1.44 smiles="C=C.C=C" gap_ha=0.42621 spin_multiplicity=1 homo_energy_ha=-0.3734
C 3.14161 -0.81639 -2.43391
C 3.43443 -2.11708 -2.30753
C -4.50146 1.70272 4.46516
C -3.62835 0.73261 4.72324
H 3.85412 -0.10829 -2.87222
H -5.26932 1.98364 5.19501
H -2.86082 0.44432 3.99590
H 4.38526 -2.49439 -2.70097
H -4.49556 2.22895 3.50377
H -3.62851 0.22214 5.69310
H 2.75692 -2.83736 -1.83490
H 2.21086 -0.41208 -2.01982

=====

No. 6
27
Properties=species:S:1:pos:R:3 method="wB97M-V/def2-TZVPD" de_lowest_kj_mol=0.0 total_energy_ha=-518.984312 charge=+1 lumo_ev="-3.88 / -7.41" gap_ha="0.39847 / 0.26847" spin_multiplicity=2 homo_energy_ha="-0.5410 / -0.5408"
O 0.82676 1.63237 -0.72739
O -1.10947 -0.11471 2.78997
O -0.67375 2.35896 1.56491
N 0.12063 -0.48499 -0.27433
C -2.05583 -0.48817 -1.48901
C 2.26518 -1.20392 0.72419
C 0.68949 0.54451 -1.18279
C 0.85896 -0.67586 0.97955
C 1.08580 0.09792 -2.54142
C -1.33909 -0.41920 -0.15138
H 0.86070 0.28199 1.50641
H -1.92477 0.42602 -2.07290
H 2.72009 -1.52215 1.65814
H 2.24238 -2.06639 0.04956
H 0.92737 -0.96925 -2.69932
H -0.96590 0.75216 2.36483
H -1.85731 0.00383 3.38161
H 0.26847 -1.34492 1.60045
H -0.15800 2.20129 0.74946
H -1.76127 -1.34467 -2.09511
H -1.56620 0.49874 0.38007
H -0.23990 3.08658 2.02362
H -3.12448 -0.56968 -1.30953
H 2.12476 0.34958 -2.71800
H 0.50803 0.63904 -3.29093
H -1.63387 -1.22966 0.50329
H 2.91123 -0.43942 0.27605